Density functional theory data (ωB97M-V with the def2-TZVPD basis set) for a molecular structure, C4H14NS2 in a non-equilibrium geometry.

CARTESIAN COORDINATES (ANGSTROEM)
C  2.45773  -0.68021  -0.27629
S  1.18009  -1.70869  0.52082
C  0.13003  -2.36684  -0.80417
H  2.09225  0.31299  -0.55203
H  2.84845  -1.17690  -1.16078
H  3.19982  -0.53212  0.50795
H  -0.38852  -3.21441  -0.36093
H  -0.58452  -1.67758  -1.24689
H  0.80339  -2.70897  -1.58839
C  -0.80410  1.63876  0.95589
C  -1.17557  1.30047  -0.47901
S  -1.60560  2.78389  -1.40765
N  -0.58677  0.33866  1.68158
H  -1.65282  2.14110  1.41609
H  0.13462  2.18754  1.07114
H  -1.99900  0.57584  -0.43059
H  -0.32380  0.77537  -0.92036
H  -2.25728  2.20488  -2.43022
H  -0.20154  0.41858  2.62005
H  0.18802  -0.42190  1.13181
H  -1.45487  -0.19044  1.75198

Forces on the atoms, in the same order (eV/Å):
C -0.5053 0.2805 0.1432
S 0.4317 -0.2350 -0.3340
C 0.4378 0.0068 -0.1356
H -0.1442 -0.2089 -0.0748
H 0.1863 -0.0843 0.1894
H 0.2080 -0.2260 -0.2555
H 0.0103 -0.0228 -0.1096
H 0.0355 0.2314 0.2100
H -0.1151 -0.1896 0.0065
C -0.1238 -0.4553 0.3609
C 0.3654 -0.7397 0.0722
S -0.0539 0.2601 0.0192
N 0.5397 -0.6698 -0.5940
H 0.2774 0.3124 0.2029
H -0.3596 0.2239 -0.1897
H -0.0635 0.3028 -0.1913
H -0.0533 0.0940 -0.2197
H 0.1089 -0.1234 0.1870
H -0.1603 0.3844 0.0765
H -0.9799 0.7730 0.5613
H -0.0419 0.0855 0.0751

As for the total charge: +1. The LUMO energy comes out at -0.11089 hartree. Its total energy is -27528.845 eV. The highest occupied orbital energy is -0.46576 Eh. The HOMO-LUMO gap is 0.3549 Eh.